No. 1
The following is a DFT calculation (ωB97M-V/def2-TZVPD) of a molecular structure, C5H7O4Sm at a distorted geometry.

CARTESIAN COORDINATES (ANGSTROEM)
O: 1.891 -0.871 0.556
Sm: 0.434 -0.785 -1.385
C: 2.956 -0.383 1.054
C: 2.850 1.014 1.555
H: 3.578 -1.069 1.652
H: 3.417 1.210 0.497
H: 2.012 0.980 2.269
H: 3.693 1.253 2.220
C: 0.252 2.239 0.616
C: -0.216 1.026 0.188
O: -1.421 0.631 0.915
C: -2.047 -0.397 0.430
O: -1.620 -1.127 -0.474
O: -3.164 -0.632 1.070
H: 0.877 2.791 -0.090
H: -0.251 2.794 1.414
H: -3.381 -1.574 1.044

total energy: -1152.8711 a.u.
total charge: +2
E_LUMO (spin up / spin down): -11.1 / -8.7 eV
frontier orbital gap (spin up / spin down): 5.56 / 7.99 eV
multiplicity: 6



No. 2
The following is a DFT calculation (ωB97M-V/def2-TZVPD) of a molecular structure, C5H7O4V at a distorted geometry.

CARTESIAN COORDINATES (ANGSTROEM)
H: 3.006 -0.736 -0.511
V: 2.449 2.330 -0.359
O: 3.154 0.957 0.675
O: 1.532 -0.672 0.861
C: 0.237 -0.112 0.893
C: -0.196 0.032 -0.565
O: 1.579 0.757 -0.928
C: 2.414 0.045 0.003
H: -0.407 -0.799 1.455
H: 0.284 0.881 1.372
H: -0.628 1.005 -0.821
H: 0.037 -0.856 -1.168
H: -2.485 -0.686 -1.549
O: -3.738 0.510 0.997
C: -2.174 -0.755 -0.499
C: -3.058 -0.111 0.324
H: -2.004 -1.791 -0.179

total energy: -1439.2766 a.u.
total charge: +1
E_LUMO (spin up / spin down): -4.6 / -4.8 eV
frontier orbital gap (spin up / spin down): 8.10 / 8.92 eV
multiplicity: 4



No. 3
The following is a DFT calculation (ωB97M-V/def2-TZVPD) of C5H8 in the gas phase.

CARTESIAN COORDINATES (ANGSTROEM)
C: 0.581 -0.615 -2.060
C: 1.207 -0.233 -0.713
C: 0.194 0.182 0.267
C: -0.666 0.505 1.048
C: -1.694 0.912 2.009
H: -0.134 -1.434 -1.931
H: 1.351 -0.933 -2.771
H: 0.044 0.237 -2.488
H: 1.932 0.579 -0.850
H: 1.769 -1.084 -0.307
H: -2.403 0.101 2.201
H: -1.241 1.193 2.965
H: -2.260 1.773 1.639

total energy: -195.2537 a.u.
E_LUMO: 1.1 eV
frontier orbital gap: 10.45 eV



No. 4
The following is a DFT calculation (ωB97M-V/def2-TZVPD) of C5H8 in the gas phase.

CARTESIAN COORDINATES (ANGSTROEM)
C: -0.051 2.039 -0.174
C: -0.427 0.638 0.154
C: -0.387 -1.848 0.107
C: 0.228 -0.500 -0.219
C: 1.522 -0.286 -0.790
H: 0.168 2.600 0.741
H: 0.825 2.065 -0.820
H: -0.893 2.555 -0.652
H: -1.314 0.532 0.784
H: -1.034 -1.804 0.990
H: 0.386 -2.599 0.296
H: -0.995 -2.218 -0.729
H: 2.083 -1.236 -0.645

total energy: -195.1584 a.u.
E_LUMO (spin up / spin down): -0.6 / -0.6 eV
frontier orbital gap (spin up / spin down): 7.61 / 7.61 eV



No. 5
The following is a DFT calculation (ωB97M-V/def2-TZVPD) of C5H8 in the gas phase at a distorted geometry.

CARTESIAN COORDINATES (ANGSTROEM)
C: -0.188 -0.794 0.811
C: -1.262 -0.205 -0.130
C: -0.541 0.984 -0.735
C: 0.766 0.969 -0.467
C: 1.211 -0.263 0.236
H: -0.273 -1.873 0.963
H: -0.375 -0.351 1.812
H: -1.539 -0.944 -0.898
H: -2.207 0.079 0.360
H: -1.042 1.708 -1.369
H: 1.578 1.482 -0.969
H: 1.913 -0.575 -0.647
H: 1.958 -0.217 1.032

total energy: -195.2587 a.u.
E_LUMO: 1.2 eV
frontier orbital gap: 10.05 eV



No. 6
The following is a DFT calculation (ωB97M-V/def2-TZVPD) of 2 unconnected molecules or ions with the total composition C5H8.

CARTESIAN COORDINATES (ANGSTROEM)
C: -0.272 -0.683 0.958
C: -1.155 -0.228 -0.239
C: -0.568 1.120 -0.536
C: 0.712 1.258 -0.081
C: 0.943 0.179 0.744
H: -0.046 -1.760 0.969
H: -0.763 -0.451 1.908
H: -1.037 -0.919 -1.086
H: -2.220 -0.151 0.002
H: -1.169 1.904 -1.000
H: 1.831 0.248 -1.463
H: 1.906 -0.507 -1.430
H: 1.914 -0.072 1.178

total energy: -195.1173 a.u.
E_LUMO (spin up / spin down): -0.6 / -0.7 eV
frontier orbital gap (spin up / spin down): 7.67 / 7.08 eV



No. 7
The following is a DFT calculation (ωB97M-V/def2-TZVPD) of C5H8 in the gas phase.

CARTESIAN COORDINATES (ANGSTROEM)
C: -0.060 2.042 -0.154
C: -0.424 0.643 0.242
C: -0.437 -1.839 0.080
C: 0.266 -0.501 -0.042
C: 1.651 -0.275 -0.282
H: 0.955 2.324 0.115
H: -0.100 2.089 -1.248
H: -0.771 2.772 0.243
H: -1.381 0.519 0.761
H: -0.644 -2.128 1.117
H: 0.162 -2.632 -0.374
H: -1.393 -1.796 -0.454
H: 2.175 -1.218 -0.004

total energy: -195.1525 a.u.
E_LUMO (spin up / spin down): -0.6 / -0.6 eV
frontier orbital gap (spin up / spin down): 7.60 / 7.60 eV



No. 8
The following is a DFT calculation (ωB97M-V/def2-TZVPD) of C5H8 in the gas phase at a distorted geometry.

CARTESIAN COORDINATES (ANGSTROEM)
C: 2.356 -0.127 -0.152
C: 0.933 -0.246 -0.334
C: -0.131 0.739 0.140
C: -1.555 0.405 0.010
C: -2.156 -0.658 0.519
H: 2.895 -0.372 0.764
H: 2.887 0.670 -0.656
H: 1.323 -0.128 -1.380
H: 0.231 -1.043 -0.192
H: 0.223 1.763 0.265
H: -2.142 1.212 -0.464
H: -1.640 -1.428 1.073
H: -3.224 -0.787 0.406

total energy: -195.0516 a.u.
E_LUMO: -1.3 eV
frontier orbital gap: 5.25 eV